Density functional theory data (wB97M-V/def2-TZVPD) for a cluster of 19 separate species, C65H130O49S8 in total.

CARTESIAN COORDINATES (ANGSTROEM)
C 17.13 16.40 18.89
O 17.66 17.42 18.01
C 17.12 18.62 18.24
O 16.09 18.81 18.88
O 17.89 19.52 17.62
C 17.41 20.81 17.50
H 16.14 16.03 18.57
H 16.92 16.92 19.83
H 17.75 15.52 18.87
H 17.19 20.94 16.43
H 18.23 21.49 17.76
H 16.47 20.98 18.07
C 18.38 14.35 21.87
O 17.83 15.19 22.88
C 18.73 15.61 23.79
O 19.87 15.26 23.81
O 18.17 16.29 24.75
C 16.76 16.69 24.73
H 17.53 14.00 21.31
H 18.87 13.49 22.32
H 19.02 14.91 21.21
H 16.21 15.83 25.08
H 16.36 17.11 23.82
H 16.74 17.45 25.48
C 11.55 13.56 20.98
O 11.38 14.34 22.21
C 11.62 13.69 23.34
O 11.70 12.48 23.39
O 11.44 14.48 24.42
C 11.35 15.93 24.32
H 12.57 13.20 20.97
H 11.45 14.28 20.17
H 10.84 12.74 20.81
H 12.28 16.32 23.91
H 11.18 16.36 25.31
H 10.51 16.20 23.66
C 16.56 8.71 17.64
O 17.63 8.01 16.97
C 18.64 8.76 16.55
O 18.64 9.98 16.47
O 19.65 7.95 16.18
C 20.72 8.49 15.44
H 16.06 9.29 16.83
H 17.01 9.34 18.39
H 15.88 7.96 17.98
H 20.68 8.32 14.36
H 21.62 7.99 15.82
H 20.78 9.56 15.54
C 19.95 10.98 11.81
O 18.81 11.74 11.31
C 17.63 11.70 11.92
O 16.66 12.19 11.40
O 17.62 10.99 13.01
C 16.35 10.71 13.66
H 20.74 11.38 11.20
H 19.76 9.92 11.77
H 20.07 11.34 12.83
H 16.02 9.69 13.45
H 15.68 11.48 13.27
H 16.61 10.80 14.71
C 14.83 13.26 22.87
O 14.15 14.51 22.83
C 14.46 15.32 21.82
O 15.17 15.05 20.86
O 13.91 16.49 22.11
C 14.06 17.54 21.18
H 14.66 12.79 21.87
H 14.27 12.64 23.54
H 15.90 13.31 23.09
H 13.86 18.44 21.75
H 13.39 17.31 20.35
H 15.04 17.69 20.74
C 18.26 11.11 24.71
O 17.12 10.73 23.94
C 16.14 10.30 24.72
O 16.21 10.10 25.90
O 15.07 10.07 23.98
C 14.00 9.43 24.70
H 18.97 11.47 23.94
H 18.70 10.22 25.17
H 17.96 11.79 25.48
H 13.37 8.95 23.95
H 13.42 10.13 25.29
H 14.52 8.75 25.37
C 21.25 10.90 18.58
O 20.61 9.75 19.13
C 20.32 9.83 20.46
O 20.25 10.83 21.13
O 20.06 8.62 20.89
C 19.65 8.57 22.29
H 20.60 11.75 18.64
H 21.35 10.71 17.52
H 22.18 11.14 19.10
H 19.18 7.60 22.41
H 18.90 9.35 22.42
H 20.41 8.66 23.05
C 21.34 14.15 10.31
O 22.72 14.10 9.84
C 23.29 12.93 10.00
O 22.87 11.95 10.59
O 24.44 12.98 9.37
C 25.19 11.81 9.35
H 21.42 13.83 11.36
H 20.66 13.40 9.91
H 21.14 15.20 10.13
H 26.15 12.03 8.92
H 24.67 11.11 8.69
H 25.35 11.41 10.32
C 16.31 12.61 19.05
O 17.63 12.79 18.64
C 17.81 13.04 17.34
O 16.85 13.23 16.57
O 19.10 13.10 17.08
C 19.38 12.95 15.66
H 15.76 13.56 18.83
H 16.45 12.23 20.06
H 15.79 11.88 18.43
H 18.84 13.60 14.98
H 19.02 11.94 15.42
H 20.43 13.01 15.59
C 21.42 15.31 18.06
O 20.48 15.81 19.05
C 20.44 17.04 19.37
O 19.68 17.49 20.18
O 21.39 17.81 18.75
C 21.45 19.20 19.08
H 22.46 15.45 18.37
H 21.21 15.79 17.11
H 21.13 14.32 17.74
H 22.44 19.53 18.78
H 21.32 19.18 20.17
H 20.67 19.77 18.58
C 26.06 12.73 15.02
C 25.31 13.43 13.89
C 23.81 13.46 14.37
S 23.60 12.02 15.42
O 22.72 10.97 14.95
O 23.31 12.60 16.70
C 25.20 11.44 15.22
H 26.07 13.26 15.95
H 27.07 12.43 14.72
H 25.47 12.83 12.99
H 25.66 14.45 13.81
H 23.04 13.54 13.59
H 23.79 14.28 15.10
H 25.07 10.73 14.37
H 25.57 10.94 16.13
C 14.88 15.79 15.63
C 13.60 15.50 16.44
C 12.45 16.08 15.52
S 12.79 15.53 13.94
O 12.56 16.54 12.89
O 12.21 14.22 13.81
C 14.49 15.33 14.22
H 15.77 15.25 16.00
H 15.10 16.85 15.65
H 13.48 16.11 17.33
H 13.45 14.42 16.59
H 12.47 17.20 15.50
H 11.45 15.70 15.74
H 15.03 15.80 13.40
H 14.68 14.24 14.22
C 25.24 15.83 11.03
C 25.76 17.22 10.51
C 24.49 18.02 10.06
S 23.28 17.65 11.25
O 21.99 17.37 10.61
O 23.28 18.65 12.31
C 24.04 16.17 11.89
H 26.00 15.33 11.66
H 25.01 15.04 10.31
H 26.44 17.16 9.66
H 26.26 17.80 11.29
H 24.14 17.49 9.18
H 24.61 19.10 9.98
H 23.33 15.39 12.14
H 24.38 16.63 12.83
C 10.77 10.93 13.81
C 12.31 10.77 13.93
C 12.67 10.47 15.38
S 11.17 10.58 16.36
O 11.43 11.49 17.47
O 10.57 9.28 16.57
C 10.26 11.40 15.15
H 10.24 10.06 13.52
H 10.52 11.75 13.12
H 12.81 11.66 13.58
H 12.64 9.93 13.37
H 13.41 11.04 15.92
H 12.89 9.40 15.34
H 10.45 12.47 15.32
H 9.21 11.09 15.27
C 24.06 19.32 16.29
C 25.03 19.17 17.48
C 26.09 18.21 16.95
S 25.25 17.00 15.98
O 25.08 15.80 16.72
O 25.85 16.94 14.69
C 23.68 17.90 15.92
H 24.59 19.81 15.47
H 23.19 19.83 16.67
H 24.59 18.81 18.43
H 25.40 20.16 17.78
H 26.80 17.76 17.61
H 26.60 18.82 16.19
H 23.13 17.39 16.74
H 23.28 17.68 14.95
C 11.49 8.85 21.20
C 12.72 7.89 21.19
C 13.88 8.92 20.92
S 13.32 9.89 19.56
O 13.78 9.34 18.30
O 13.60 11.28 19.83
C 11.60 9.62 19.84
H 11.61 9.59 21.99
H 10.57 8.31 21.24
H 12.59 7.12 20.43
H 12.98 7.40 22.15
H 14.87 8.51 20.75
H 13.92 9.49 21.84
H 11.26 8.98 19.02
H 11.16 10.61 19.74
C 25.28 14.20 20.01
C 24.31 13.02 19.97
C 25.04 11.71 19.70
S 26.69 12.16 19.13
O 26.92 11.56 17.81
O 27.66 11.83 20.19
C 26.47 13.87 19.03
H 25.73 14.37 20.97
H 24.70 15.06 19.64
H 23.57 13.17 19.19
H 23.81 12.88 20.96
H 24.61 11.02 18.97
H 25.26 11.20 20.65
H 26.18 14.10 17.99
H 27.40 14.44 19.24
C 18.21 17.78 14.50
C 18.47 17.77 12.97
C 19.93 17.43 12.79
S 20.13 16.02 13.81
O 21.46 15.96 14.35
O 19.55 14.90 13.13
C 19.04 16.63 15.12
H 17.17 17.48 14.64
H 18.38 18.74 14.97
H 18.18 18.73 12.58
H 17.81 17.03 12.49
H 20.55 18.25 13.15
H 20.30 17.18 11.80
H 19.72 16.69 15.99
H 18.35 15.78 15.30

Its multiplicity is 1. The HOMO-LUMO gap is 10.3 eV. The relative energy (zero: lowest compared OMol25 entry of this formula, charge and spin) comes out at 0.0 kcal/mol. As for the total energy: -256518.831 eV. Its highest occupied orbital energy is -10.19 eV. The LUMO energy comes out at 0.1 eV.

---

Density functional theory data (wB97M-V/def2-TZVPD) for a structure of composition C2H2Cl2N2.

CARTESIAN COORDINATES (ANGSTROEM)
C 1.20 -1.04 -0.53
C 0.00 -0.65 0.05
N 2.12 -1.36 -1.06
N 0.57 -0.30 1.83
Cl -0.74 0.60 2.52
Cl 0.87 -1.75 2.76
H -0.16 0.41 -0.06
H -0.71 -1.51 0.42

Its multiplicity is 1. The HOMO-LUMO gap is 8.7 eV. The relative energy (zero: lowest compared OMol25 entry of this formula, charge and spin) comes out at 58.4 kcal/mol. As for the total energy: -30126.948 eV. Its highest occupied orbital energy is -9.77 eV. The LUMO energy comes out at -1.1 eV.

---

Density functional theory data (wB97M-V/def2-TZVPD) for a structure of composition C20H22Cl2IrN2O4Se3.

CARTESIAN COORDINATES (ANGSTROEM)
Ir -0.70 2.63 0.82
C -2.07 6.06 0.11
Se -1.78 4.92 1.67
C -3.58 4.09 1.71
C -3.70 3.08 2.83
Se -2.21 1.74 2.85
C -3.12 0.23 2.03
H -2.54 5.47 -0.67
H -1.10 6.42 -0.22
H -2.70 6.90 0.39
H -3.73 3.63 0.73
H -4.30 4.90 1.83
H -4.65 2.56 2.78
H -3.63 3.59 3.80
H -3.92 -0.10 2.69
H -2.35 -0.53 1.95
H -3.49 0.51 1.05
Cl 1.37 2.33 -6.16
C 0.94 1.97 -4.54
C 1.59 0.91 -3.89
C 1.26 0.62 -2.59
Cl 2.06 -0.70 -1.83
C 0.28 1.32 -1.84
O 0.01 1.04 -0.62
C -0.38 2.39 -2.56
C -1.38 3.18 -1.93
O -1.94 2.97 -0.81
C -0.02 2.69 -3.88
H 2.35 0.34 -4.40
H -1.70 4.07 -2.48
H -0.54 3.49 -4.40
O 0.84 2.40 2.28
C 0.85 1.28 2.83
O 0.00 0.39 2.69
H 1.71 1.08 3.50
C 3.39 -2.42 0.99
N 2.33 -3.29 0.55
C 1.04 -2.93 0.37
Se 0.36 -1.21 0.56
N 0.34 -4.03 0.00
C 1.19 -5.11 -0.08
C 0.99 -6.44 -0.42
C 2.10 -7.26 -0.40
C 3.36 -6.79 -0.05
C 3.57 -5.47 0.29
C 2.47 -4.63 0.28
H 2.98 -1.44 1.19
H 4.15 -2.34 0.21
H 3.85 -2.82 1.89
H -0.64 -4.03 -0.20
H 0.01 -6.80 -0.69
H 1.98 -8.30 -0.67
H 4.20 -7.47 -0.06
H 4.55 -5.10 0.56

Its multiplicity is 1. The HOMO-LUMO gap (alpha / beta) is 3.2 / 3.0 eV. As for the total energy: -256181.305 eV. Its highest occupied orbital energy (alpha / beta) is -8.58 / -8.46 eV. The LUMO energy (alpha / beta) comes out at -5.3 / -5.5 eV. Its total charge is +1.

---

Density functional theory data (wB97M-V/def2-TZVPD) for the ion C5H10N with charge +2.

CARTESIAN COORDINATES (ANGSTROEM)
C -1.91 0.55 0.45
C -0.55 0.07 1.14
C 0.64 0.32 0.22
C 1.49 1.29 0.15
C 0.00 -1.69 -1.00
N 0.68 -0.57 -0.93
H -1.73 1.67 0.25
H -2.81 0.57 1.03
H -1.96 0.15 -0.55
H -0.63 -0.99 1.38
H -0.39 0.61 2.14
H 1.55 2.14 0.90
H 2.22 1.31 -0.78
H 0.57 -2.64 -1.16
H -1.12 -1.64 -0.84
H 1.55 -0.35 -1.68

Its multiplicity is 2. Its expectation value of S² is 0.761. The HOMO-LUMO gap (alpha / beta) is 8.7 / 6.5 eV. The relative energy (zero: lowest compared OMol25 entry of this formula, charge and spin) comes out at 62.2 kcal/mol. As for the total energy: -6812.573 eV. Its highest occupied orbital energy (alpha / beta) is -20.96 / -20.92 eV. The LUMO energy (alpha / beta) comes out at -12.3 / -14.4 eV. Its total charge is +2.

---

Density functional theory data (wB97M-V/def2-TZVPD) for a structure of composition Ag2O28Pb3S7.

CARTESIAN COORDINATES (ANGSTROEM)
Ag -1.18 3.46 -2.90
Ag 0.40 2.43 0.04
Pb -2.10 1.32 1.68
Pb -0.57 -1.83 -0.41
Pb 3.70 -2.66 0.46
S -4.87 0.12 1.92
O -3.45 -0.18 2.30
O -4.98 1.58 1.30
O -5.26 -0.70 0.63
O -5.66 0.47 3.11
S 0.93 6.22 -3.20
O 0.39 5.06 -4.16
O 0.04 6.40 -2.08
O 2.17 5.46 -2.98
O 1.24 7.47 -3.88
S 3.79 -6.43 3.54
O 2.50 -6.64 3.07
O 4.33 -7.21 4.65
O 4.69 -5.35 3.10
O 2.41 -3.36 2.06
S -1.20 -4.34 -2.00
O -0.03 -3.44 -1.89
O -0.84 -5.68 -2.14
O -2.32 -3.89 -1.01
O -2.07 -3.70 -3.09
S -1.26 0.82 -1.85
O 0.03 1.57 -1.97
O -2.39 1.66 -2.46
O -1.18 -0.57 -2.31
O -1.76 0.56 -0.42
S 2.81 -0.12 -0.80
O 4.16 -0.79 -0.82
O 1.95 -1.39 -0.18
O 2.73 0.91 0.20
O 2.33 0.18 -2.17
S 0.21 2.55 2.99
O 1.32 3.23 2.44
O 0.05 2.46 4.39
O -1.06 3.28 2.69
O 0.02 1.08 2.18

Its multiplicity is 3. Its expectation value of S² is 2.016. The HOMO-LUMO gap (alpha / beta) is 1.7 / 1.7 eV. The relative energy (zero: lowest compared OMol25 entry of this formula, charge and spin) comes out at 280.1 kcal/mol. As for the total energy: -156908.194 eV. Its highest occupied orbital energy (alpha / beta) is 2.73 / 2.73 eV. The LUMO energy (alpha / beta) comes out at 4.4 / 4.4 eV. Its total charge is -4.

---

Density functional theory data (wB97M-V/def2-TZVPD) for the molecule C6H15N.

CARTESIAN COORDINATES (ANGSTROEM)
C 2.59 -0.48 -0.46
C 1.46 0.54 -0.20
C 0.25 -0.02 0.40
C -0.30 -1.48 -0.11
C -0.93 0.88 0.47
C -1.64 1.10 -0.85
N -2.02 0.30 1.39
H 2.29 -1.27 -1.16
H 3.49 -0.17 -0.91
H 2.75 -1.11 0.52
H 1.92 1.23 0.45
H 1.21 1.01 -1.15
H 0.47 -0.18 1.55
H -1.19 -1.84 0.36
H 0.49 -2.29 -0.23
H -0.91 -1.52 -0.97
H -0.56 1.87 0.80
H -1.97 0.10 -1.21
H -1.12 1.72 -1.57
H -2.61 1.67 -0.93
H -1.74 0.69 2.35
H -1.93 -0.75 1.46

Its multiplicity is 1. The HOMO-LUMO gap is 10.4 eV. The relative energy (zero: lowest compared OMol25 entry of this formula, charge and spin) comes out at 52.8 kcal/mol. As for the total energy: -7953.478 eV. Its highest occupied orbital energy is -9.41 eV. The LUMO energy comes out at 1.0 eV.